# 1
The following is a quantum chemistry calculation of a molecular structure, C13H23I2OP2RuS in a non-equilibrium geometry, from OMol25.

The geometry in XYZ format:
```
43
Properties=species:S:1:pos:R:3:forces:R:3:mulliken_spin:R:1
I -2.49032 0.49060 -2.92147 -0.19 -0.27 1.91 0.415
I -1.56430 0.77074 -5.48548 0.35 0.15 -1.32 1.263
Ru -0.79176 0.05969 -0.59670 0.73 1.02 -2.00 0.912
S 1.39107 -0.17220 0.10949 0.11 -0.21 1.01 0.412
P -0.68395 -2.11407 -1.32798 -0.02 -3.15 -0.97 0.118
P -0.39714 2.30596 -0.85492 0.22 2.89 -0.08 0.070
O -2.83718 0.26981 1.58427 2.85 -0.41 -2.95 0.037
C 0.61692 -1.06449 2.55825 -0.63 -0.50 1.66 0.063
C 1.00523 -2.58756 -1.87979 -0.27 0.37 0.25 0.020
C -1.08271 -3.21923 0.06426 -0.22 0.09 0.36 0.030
C 1.81538 -0.47356 4.57551 0.08 0.15 0.51 0.224
C 2.49780 0.51519 2.47381 0.34 0.10 0.81 0.051
C -1.46745 3.47188 -1.77551 -0.19 -0.30 0.13 0.018
C -1.72084 -2.75928 -2.69081 -0.32 0.45 0.11 0.018
C -0.28148 3.04352 0.80759 -0.11 -0.27 0.27 0.041
C 1.47663 -0.22672 1.82782 0.22 0.08 -0.56 0.225
C -2.04083 0.16907 0.73455 -3.32 0.31 3.30 -0.055
C 1.22237 2.58810 -1.66085 0.05 -0.52 0.08 0.013
C 0.78410 -1.17422 3.93909 -0.81 -0.51 -1.31 0.059
C 2.64871 0.38626 3.84831 0.67 0.76 -1.17 0.053
H -2.76449 -2.46410 -2.51552 0.20 -0.26 -0.13 -0.004
H -1.30075 3.37458 -2.85441 -0.01 0.06 0.27 0.001
H -1.39233 -2.35009 -3.65458 -0.05 -0.16 0.24 -0.005
H -1.82439 -2.71181 0.69959 0.14 -0.43 -0.09 0.001
H -1.24047 4.50343 -1.46498 0.03 -0.37 -0.04 0.001
H -1.65699 -3.85408 -2.72003 0.11 0.24 0.08 0.003
H 2.03567 2.22247 -1.01807 -0.24 0.17 -0.32 -0.003
H 3.12417 1.15978 1.85318 -0.02 -0.16 0.44 -0.002
H -0.18378 -3.44435 0.65581 -0.26 0.07 -0.21 0.003
H 1.35941 3.66298 -1.85271 -0.20 -0.30 0.03 0.002
H -0.17199 -1.61796 2.04138 0.35 0.21 0.30 -0.003
H -0.06512 4.12044 0.73731 -0.04 -0.33 -0.06 0.015
H 3.42371 0.96412 4.35481 -0.22 -0.24 -0.10 0.004
H -2.51510 3.25296 -1.55641 0.02 0.22 -0.04 -0.006
H 1.23490 2.03358 -2.61259 0.18 0.27 0.18 -0.001
H 0.96889 -3.51919 -2.44777 -0.12 0.07 0.02 0.004
H 1.40653 -1.79245 -2.51095 0.19 -0.13 -0.06 0.001
H 1.97095 -0.56459 5.65207 -0.12 -0.05 -0.28 -0.002
H 1.63944 -2.71890 -1.00000 0.01 0.04 -0.19 -0.006
H -1.51852 -4.15387 -0.32204 0.19 0.29 0.16 0.009
H 0.10994 -1.81484 4.50856 0.26 0.16 -0.10 0.004
H -1.24614 2.89577 1.31585 0.30 0.19 -0.04 0.000
H 0.50622 2.53667 1.38209 -0.22 0.21 -0.11 -0.003
```
Positions in Å, forces in eV/Å.

Properties
E_tot: -64068.25102 eV
orbital gap (spin up / spin down): 5.6 / 5.7 eV
net charge: +3
multiplicity: 5
⟨S²⟩: 6.050
HOMO energy (spin up / spin down): -0.647 / -0.696 hartree



# 2
The following is a quantum chemistry calculation of a molecular structure, C13H23I2OP2Sn in a non-equilibrium geometry, from OMol25.

The geometry in XYZ format:
```
42
Properties=species:S:1:pos:R:3:forces:R:3:nbo_charge:R:1
I -3.39044 0.61151 -0.92374 0.31 0.01 -0.15 -0.152
I 2.19981 0.70858 -0.28448 -0.06 1.10 0.70 0.311
Sn -0.61742 0.64099 -1.03765 -2.03 -0.31 0.36 0.971
P -0.56212 -1.85870 -0.98987 -0.42 -0.45 -0.94 1.265
P -0.59141 3.08313 -1.00847 -0.17 1.71 -0.49 1.142
O -1.02713 0.73515 2.37340 0.54 0.70 -8.65 -0.457
C 0.67332 -0.90993 0.96153 3.51 -0.94 3.08 -0.373
C 0.93231 -2.42393 -1.72912 0.87 -0.60 -0.14 -1.022
C 1.04309 -1.58360 3.55633 4.74 -2.00 -1.36 -0.225
C 0.31454 -1.08464 2.56167 -1.16 -0.27 1.49 -0.244
C 2.05501 -1.62221 0.87230 1.50 0.52 -1.44 -0.266
C 2.35927 -2.23146 3.25245 -4.23 3.50 -3.33 0.168
C -1.87209 -2.41578 -2.06463 -0.38 -0.38 -0.29 -1.005
C 2.72818 -2.18043 1.88348 1.85 -2.08 4.60 -0.340
C -1.89220 3.63740 -2.07414 -0.69 0.44 -0.51 -1.000
C 0.91721 3.66678 -1.72094 0.95 0.45 -0.35 -1.009
C -0.82523 0.61724 1.18159 -2.10 2.11 8.21 0.487
C -0.82233 -2.69095 0.55969 0.93 0.68 1.28 -0.916
C -0.80285 3.88100 0.58104 -0.04 -0.11 0.81 -0.982
H 1.15695 3.10668 -2.63662 -0.05 0.27 0.13 0.275
H -1.72638 -2.36912 1.05331 -0.50 -0.10 0.04 0.290
H 3.72758 -2.61973 1.80742 -0.26 0.19 -1.05 0.276
H 0.76920 -1.71343 4.56249 -1.10 0.20 1.05 0.273
H 2.89662 -2.62730 4.01858 1.76 -1.42 1.86 0.246
H 2.91618 -1.63440 0.07541 -2.84 0.06 0.49 0.305
H 0.01494 3.62176 1.27198 -0.22 0.15 -0.22 0.279
H -2.87913 3.55076 -1.59388 0.39 0.07 -0.18 0.300
H -1.68373 4.70107 -2.30773 -0.19 -0.47 0.06 0.300
H 1.77404 -2.35425 -1.03708 -0.39 -0.20 -0.57 0.272
H 0.02200 -2.43216 1.29762 -1.42 -1.42 -1.05 0.276
H 1.17844 -1.85685 -2.62485 -0.10 -0.11 -0.17 0.288
H 0.75920 4.73526 -1.97975 0.24 -0.53 0.11 0.309
H -1.87894 -1.84436 -2.99862 -0.03 -0.17 0.05 0.283
H 1.76600 3.58077 -1.02356 -0.34 0.18 -0.26 0.280
H -1.90430 3.05560 -3.00582 -0.03 0.25 0.13 0.280
H -1.76228 3.60103 1.04259 0.24 0.12 -0.18 0.292
H 0.78787 -3.48567 -1.97525 0.08 0.22 -0.11 0.304
H -0.79364 4.98258 0.41300 0.02 -0.65 -0.05 0.319
H -0.69529 -1.03062 3.13396 1.08 0.28 -2.55 0.302
H -0.75384 -3.73859 0.42635 -0.35 -1.36 -0.28 0.304
H -2.85566 -2.32845 -1.58558 0.28 -0.06 -0.15 0.298
H -1.65537 -3.48074 -2.28437 -0.20 0.44 0.04 0.297
```
Positions in Å, forces in eV/Å.

Properties
energy relative to the best compared isomer or geometry (same formula, charge and spin): 7.7776 eV
E_tot: -56475.07936 eV
orbital gap: 6.1 eV
net charge: +3
HOMO energy: -0.684 hartree



# 3
The following is a quantum chemistry calculation of a molecular structure, C13H23INPPb in a non-equilibrium geometry, from OMol25.

The geometry in XYZ format:
```
40
Properties=species:S:1:pos:R:3:forces:R:3:nbo_charge:R:1
Pb -0.26990 0.30893 0.22077 -0.42 0.69 -0.52 1.206
I -2.30700 1.81665 1.92026 0.88 -0.76 -0.51 0.060
P 2.19696 -0.64925 -1.02671 0.77 0.31 -0.43 0.973
N -2.71592 -1.01854 -2.97604 0.86 0.12 1.36 -0.364
C -0.82907 2.83789 -3.43491 0.97 -0.19 0.13 -0.193
C 1.42459 1.81833 -2.02226 0.53 -0.42 0.33 -0.080
C 0.48023 3.28239 -3.73251 0.15 -0.45 0.69 -0.123
C 2.63021 1.14221 -1.34271 -0.49 -0.63 0.76 -0.727
C -2.52778 -0.20393 -1.78371 -1.34 0.16 -1.45 -0.195
C -2.38900 1.32080 -2.12983 0.07 -0.39 0.66 -0.478
C 3.54280 -1.48003 -0.07403 -0.77 0.11 0.07 -0.936
C -3.23776 -2.33307 -2.61888 -0.41 -0.02 -0.07 -0.428
C 1.61472 2.78187 -3.02363 -1.19 -0.21 -0.35 -0.185
C 0.11291 1.43482 -1.69058 -0.07 1.87 -1.79 -0.286
C -1.00869 1.86391 -2.42402 0.06 -0.17 0.31 -0.035
C -1.53038 -1.11543 -3.82838 -0.29 0.04 -0.28 -0.433
C 2.15991 -1.35768 -2.73677 -0.71 -0.39 0.35 -0.947
H 2.64288 3.08566 -3.26165 -0.58 -0.05 -0.01 0.256
H -3.04046 1.51368 -2.99131 0.07 -0.17 0.28 0.279
H -1.20841 -0.11430 -4.16124 -0.19 -0.46 -0.03 0.211
H 0.17248 -1.48038 1.99503 0.10 -0.10 0.30 0.035
H -3.40036 -0.33796 -1.10280 0.60 0.07 -0.51 0.247
H 3.55734 1.13275 -1.94000 -0.42 0.38 0.18 0.280
H 3.58178 -1.01051 0.93122 0.20 -0.29 -0.61 0.267
H -1.71800 3.21140 -3.98333 0.78 -0.31 0.36 0.262
H -1.67558 -0.75672 -1.28560 0.59 0.40 0.67 0.111
H -0.64120 -1.63560 -3.38636 -0.63 0.22 0.23 0.164
H 3.16560 -1.34510 -3.20107 -0.43 -0.02 0.43 0.283
H 0.64097 4.00031 -4.53818 -0.09 -0.16 0.27 0.259
H 2.81936 1.54584 -0.32826 0.19 0.17 -0.57 0.257
H -2.55839 -2.97700 -2.00905 -0.05 0.47 -0.31 0.180
H 1.77970 -2.39318 -2.62787 0.41 0.42 -0.31 0.267
H 1.44758 -0.80928 -3.38682 0.47 -0.16 0.50 0.268
H -4.16011 -2.17265 -2.04232 0.19 -0.31 -0.31 0.221
H -0.24556 -1.89120 1.53938 -0.11 -0.33 0.03 0.033
H 3.20054 -2.52980 0.04794 0.47 0.53 -0.08 0.274
H 4.50990 -1.41837 -0.60595 -0.46 -0.07 0.31 0.282
H -1.85478 -1.73016 -4.67413 0.37 0.33 -0.12 0.243
H -3.45345 -2.84587 -3.55950 -0.14 -0.16 0.31 0.236
H -2.80565 1.88349 -1.27731 0.07 -0.07 -0.28 0.255
```
Positions in Å, forces in eV/Å.

Properties
energy relative to the best compared isomer or geometry (same formula, charge and spin): 0.8633 eV
E_tot: -37961.30631 eV
orbital gap (spin up / spin down): 4.4 / 4.5 eV
net charge: +2
HOMO energy (spin up / spin down): -0.551 / -0.550 hartree



# 4
The following is a quantum chemistry calculation of a gas-phase ion, C13H23N2O3 (charge +1) in a non-equilibrium geometry, from OMol25.

The geometry in XYZ format:
```
41
Properties=species:S:1:pos:R:3:forces:R:3:nbo_charge:R:1
O -3.84604 2.85543 -0.10645 3.56 0.13 1.17 -0.559
O 0.31143 2.29945 -1.21028 2.34 -0.68 0.36 -0.612
O -1.83992 -1.56622 1.53584 0.94 0.67 -1.22 -0.511
N -1.46044 2.66848 0.05057 -2.80 0.46 1.66 -0.459
N 1.24062 -1.47542 0.49004 -1.08 0.69 -0.97 -0.206
C -1.25593 -1.09890 0.56328 -0.73 -0.55 1.09 0.653
C 1.56443 -0.14561 -0.14989 -0.10 -0.72 1.34 -0.388
C -0.10550 -1.92083 -0.02468 -0.35 -1.24 1.98 -0.341
C -1.40974 1.38363 0.78542 0.26 0.50 -0.18 -0.212
C 1.20285 -1.25393 1.98549 1.59 -1.29 0.75 -0.227
C -0.58141 3.04663 -0.92220 0.98 -2.97 -1.73 0.709
C -2.50780 4.11262 -1.64439 -1.24 0.58 2.68 -0.476
C -2.66870 3.20022 -0.33238 -5.45 0.45 -2.78 0.691
C 2.19481 -2.51251 -0.03726 2.60 -1.13 0.79 -0.243
C -1.74856 0.20306 -0.04774 -0.71 -1.99 -0.37 -0.550
C -1.05095 4.04532 -1.87315 0.14 2.41 -0.11 -0.523
C 2.17434 -2.77237 -1.56642 1.88 2.00 0.32 -0.633
C 1.11549 -2.59248 2.67400 1.19 -0.30 1.55 -0.640
H 1.23816 -3.05254 -1.92232 -1.49 -0.84 -0.62 0.214
H 0.37683 -0.59642 2.29829 0.62 0.02 -0.62 0.247
H 2.59227 -0.18462 -0.33332 1.59 0.29 -0.49 0.225
H -1.39406 0.37374 -1.02615 0.36 -0.26 -1.37 0.227
H 0.88034 -2.48737 3.76438 -0.20 0.00 -1.08 0.264
H -0.75299 3.87191 -2.91536 0.26 -0.18 0.64 0.262
H -2.06146 1.18791 1.62025 -0.19 1.65 0.75 0.262
H -0.22442 -2.97862 0.34213 -0.14 1.10 -0.49 0.250
H -0.65117 4.97706 -1.51393 0.66 0.72 -0.28 0.253
H 2.23379 -0.92388 2.26947 -1.10 0.72 -0.42 0.238
H -0.39337 1.31555 1.06909 0.94 -0.05 0.69 0.199
H 2.14624 -3.01358 2.68543 -0.79 -0.10 -0.08 0.216
H 3.22573 -2.18131 0.23589 -0.70 0.29 -0.27 0.231
H -3.03866 5.11105 -1.47429 1.08 -1.32 -0.29 0.256
H -2.81608 -0.06563 -0.03454 0.02 0.95 -0.39 0.272
H 2.45255 -1.82049 -2.11944 -0.29 -1.04 0.64 0.225
H 1.01128 -0.10763 -1.03559 -0.61 0.66 -1.26 0.230
H 2.93173 -3.51544 -1.87863 -0.43 0.28 0.57 0.267
H 0.44642 -3.27061 2.17881 -0.44 -0.36 0.23 0.221
H 1.37647 0.66578 0.53867 -0.31 0.01 -0.13 0.239
H -0.06178 -1.92930 -1.08288 -0.15 0.27 -0.87 0.238
H 2.18111 -3.44780 0.57673 -0.94 0.69 -0.72 0.251
H -3.02791 3.59564 -2.41250 -0.76 -0.51 -0.46 0.240
```
Positions in Å, forces in eV/Å.

Properties
energy relative to the best compared isomer or geometry (same formula, charge and spin): 2.3921 eV
E_tot: -22968.65110 eV
orbital gap: 9.4 eV
net charge: +1
SMILES: CC[N+](C)(CC)CC(=O)CCN1C(=O)CCC1=O
HOMO energy: -0.460 hartree



# 5
The following is a quantum chemistry calculation of a gas-phase ion, C13H23N2S (charge +1), from OMol25.

The geometry in XYZ format:
```
39
Properties=species:S:1:pos:R:3:forces:R:3:nbo_charge:R:1
S 4.31982 0.28536 0.55533 0.21 0.09 -0.03 0.303
N -2.18071 -1.19832 0.46318 0.12 -0.04 0.23 -0.572
N -2.57501 1.30726 0.34033 -0.03 0.11 -0.02 -0.460
C 2.70603 -0.25102 0.13534 0.11 0.14 -0.12 -0.157
C 0.81912 -1.59335 0.79885 -0.05 0.06 -0.16 -0.193
C 2.08752 -1.11925 1.04018 0.09 0.11 -0.03 -0.210
C 0.74249 -0.35042 -1.24538 -0.17 -0.21 0.07 -0.134
C 4.85665 1.25994 -0.87718 -0.35 -0.30 0.33 -0.744
C -4.13733 -0.29552 -0.80087 0.13 0.10 0.04 -0.445
C -3.48578 1.81487 1.36227 -0.09 0.04 0.17 -0.419
C -1.47407 2.24019 0.12206 0.23 0.15 -0.05 -0.415
C -3.62024 -1.36354 0.18437 -0.53 -0.17 -0.09 -0.229
C 0.12462 -1.21080 -0.34826 -0.03 0.04 -0.10 -0.119
C 2.02022 0.12533 -1.01544 0.13 0.01 0.10 -0.261
C -1.27171 -1.71238 -0.58987 0.43 -0.09 -0.15 -0.237
C -3.27301 0.97674 -0.91003 -0.16 -0.04 -0.22 -0.230
H 0.37349 -2.28496 1.49998 -0.03 -0.13 0.12 0.207
H -5.14963 -0.02876 -0.49912 -0.01 -0.05 -0.01 0.237
H -2.50584 0.83040 -1.67349 0.00 0.04 0.04 0.208
H -3.89932 2.78694 1.07982 -0.01 0.02 -0.05 0.207
H 0.23185 -0.06152 -2.15352 -0.09 0.03 -0.11 0.204
H -4.30968 1.12231 1.51256 -0.07 -0.05 0.03 0.205
H -2.12457 -0.03326 0.56705 0.07 -0.21 0.07 0.464
H 4.83570 0.64588 -1.77243 0.04 0.04 -0.11 0.227
H -3.81736 -2.36383 -0.20833 0.05 0.04 0.12 0.228
H -1.29858 -2.80660 -0.57981 -0.15 0.09 0.00 0.225
H 4.23811 2.14616 -0.98395 0.02 0.08 -0.09 0.221
H -1.63524 -1.37046 -1.55860 -0.07 -0.02 0.04 0.217
H -2.94793 1.92889 2.30168 -0.01 -0.01 0.02 0.222
H -4.21639 -0.71827 -1.80211 -0.04 0.02 0.01 0.237
H -4.14881 -1.27240 1.13495 0.11 -0.04 -0.03 0.221
H -0.75194 1.80573 -0.56739 -0.01 0.01 0.01 0.218
H -3.90376 1.81006 -1.24066 0.12 0.01 -0.01 0.220
H -1.82384 3.19399 -0.28201 -0.07 0.02 -0.01 0.202
H 5.87890 1.55288 -0.65834 0.04 0.02 0.00 0.251
H -1.92635 -1.63838 1.34716 -0.10 0.09 -0.08 0.419
H 2.47123 0.78377 -1.73906 0.08 0.07 -0.06 0.227
H -0.97315 2.42785 1.06976 0.02 0.01 0.02 0.221
H 2.62636 -1.41968 1.92465 0.04 -0.09 0.14 0.233
```
Positions in Å, forces in eV/Å.

Properties
energy relative to the best compared isomer or geometry (same formula, charge and spin): 0.1332 eV
E_tot: -27663.65419 eV
orbital gap: 8.4 eV
net charge: +1
SMILES: CSc1ccc(C[NH2+]CCCN(C)C)cc1
HOMO energy: -0.396 hartree



# 6
The following is a quantum chemistry calculation of C13H23N3 in the gas phase in a non-equilibrium geometry, from OMol25.

The geometry in XYZ format:
```
39
Properties=species:S:1:pos:R:3:forces:R:3:nbo_charge:R:1
N -0.64566 3.74576 2.26306 -1.28 -8.91 -8.68 -0.326
N -2.23588 1.62646 -0.49976 0.41 -0.47 1.68 -0.640
N 0.12236 2.62852 -3.28448 1.00 -4.80 10.74 -0.319
C 0.41673 1.44040 -0.61698 0.32 -0.13 -0.54 -0.298
C -0.78654 2.80719 1.35424 0.58 6.17 6.45 0.242
C -3.62273 -0.22343 0.81918 -1.27 0.01 0.58 -0.445
C 2.52031 -0.28416 -1.12790 0.25 0.54 0.74 -0.418
C -3.70140 -2.47339 -0.61459 -0.34 0.01 -0.43 -0.637
C -3.48528 1.32578 0.29810 -1.45 -0.39 -0.17 -0.239
C 3.38555 0.03746 0.25845 0.05 -0.22 -1.05 -0.415
C -0.96862 1.50762 0.31769 0.84 0.68 0.02 -0.081
C 4.97193 -0.46314 0.13615 -1.04 0.47 1.28 -0.415
C 5.28480 -1.30714 1.51422 0.93 0.20 0.21 -0.638
C 0.91423 -0.14172 -0.76182 0.45 -0.55 -0.37 -0.412
C -4.60769 -1.15318 -0.14304 1.11 -1.25 1.12 -0.417
C 0.23192 2.10815 -2.10272 -0.72 3.29 -7.33 0.260
H -4.15818 -2.91712 -1.60504 0.94 0.67 2.05 0.219
H -0.91389 0.55800 1.00954 -0.18 1.95 -1.15 0.231
H 5.03713 -1.09521 -0.84653 0.30 1.14 2.01 0.213
H -4.40181 1.50575 -0.44531 2.04 -0.29 1.59 0.214
H 2.86738 0.48405 -1.96086 -0.94 -1.63 1.60 0.225
H -2.58593 -2.17449 -0.84288 -2.21 -0.47 0.41 0.198
H -2.61286 -0.80488 0.92543 -1.75 1.38 -0.16 0.203
H 4.89377 -0.74449 2.48810 0.68 -1.03 -2.29 0.214
H 2.86157 -0.57032 1.11016 1.06 1.29 -1.42 0.199
H -2.23044 1.02992 -1.35586 0.40 0.60 1.10 0.387
H 5.72482 0.46313 0.14435 -1.79 -2.08 -0.37 0.216
H -3.67762 2.07188 1.20027 0.95 -1.44 -1.98 0.224
H 6.46865 -1.34407 1.64390 -2.57 -0.33 -0.24 0.216
H 0.31055 -0.74394 -1.57059 0.91 1.50 1.50 0.231
H 3.33296 1.19710 0.47270 0.06 -2.41 -0.24 0.210
H -3.67402 -3.31798 0.22553 -0.16 1.94 -1.84 0.218
H 1.28226 2.05492 -0.07928 -2.00 -1.31 -1.23 0.281
H -5.04514 -0.56886 -1.06060 0.84 -1.17 1.87 0.213
H 2.75981 -1.38086 -1.51513 -0.61 2.31 0.91 0.220
H -4.13262 -0.17355 1.89554 1.25 -0.18 -2.25 0.219
H 0.73712 -0.71408 0.26535 0.35 1.43 -2.06 0.216
H -5.45246 -1.60572 0.56498 1.54 1.25 -1.87 0.218
H 4.81494 -2.39037 1.52646 1.05 2.23 -0.16 0.214
```
Positions in Å, forces in eV/Å.

Properties
energy relative to the best compared isomer or geometry (same formula, charge and spin): 7.7143 eV
E_tot: -18315.47845 eV
orbital gap: 10.4 eV
SMILES: CCCCC[C@@H](C#N)[C@@H](C#N)NCCCC
HOMO energy: -0.361 hartree